C8H8N4 | ωB97M-V with the def2-TZVPD basis set

Structure (XYZ):
```
20
Properties=species:S:1:pos:R:3:forces:R:3:mulliken_charge:R:1
C 0.008 -2.141 -0.522 -0.6590 -2.9804 -1.7670 -0.496
C 1.298 -2.411 -0.176 -0.9917 3.0933 1.2720 -0.244
C 1.253 1.896 0.195 -0.3029 -2.8900 -0.2881 -0.133
C -2.583 -0.240 0.773 -0.5093 -1.4202 1.0457 -0.164
C -0.750 -1.007 -0.148 -0.9586 1.0678 1.0517 0.809
C 1.449 -0.286 0.932 -0.9800 -2.1253 -0.5318 0.323
C 0.051 1.605 -0.624 0.2618 0.1088 0.6707 -0.919
C -0.658 0.444 -0.054 -0.4794 0.5347 0.5971 0.353
N 1.738 0.888 0.790 1.6873 1.8592 0.7299 -0.062
N -1.975 -1.320 0.389 -0.5739 -0.4874 -0.6292 -0.498
N 1.970 -1.436 0.594 -1.2721 0.2671 -0.8774 -0.060
N -1.755 0.844 0.626 -0.6613 -0.9310 -0.2336 -0.107
H -0.660 -3.001 -1.013 1.7024 1.8816 1.2461 0.374
H 1.962 -3.200 -0.260 0.3209 -2.1105 -0.8379 0.535
H 1.805 2.737 0.089 1.4579 2.9628 0.1133 0.546
H -3.617 -0.328 1.203 1.2436 0.8034 -0.3334 0.423
H -0.540 2.536 -0.665 -0.0051 -0.6770 -0.5308 0.431
H 0.442 1.267 -1.568 0.1641 0.4569 -1.0560 0.345
H 2.949 -1.635 0.696 0.8659 0.2739 0.6228 0.310
H -1.892 1.763 1.016 -0.3105 0.3123 -0.2641 0.235
```
Forces are in eV/Å.

Output
structure (SMILES): C1=[N+]=CCc2[nH]cnc2/C=C\[NH+]=1
HOMO-LUMO gap (alpha / beta): 7.16 / 7.16 eV
energy relative to the best compared isomer or geometry (same formula, charge and spin): 24.67 kcal per mole
HOMO level (alpha / beta): -18.084 / -18.085 eV
strongest force on any atom: 3.53 eV/Å
charge: +2